Molecular formula: HNO2P2S
Method: DFT, ωB97M-V with the def2-TZVPD basis set

```
7
Properties=species:S:1:pos:R:3:forces:R:3:mulliken_charge:R:1
O -2.03660 -1.36717 -0.23899 -0.1 -0.1 0.9 -0.485
S -0.87710 -0.89981 -0.98296 0.7 0.2 -1.5 0.439
P -1.03192 1.42870 -0.62560 2.7 -1.3 2.1 0.283
N 0.16008 1.32134 0.46764 -3.0 2.2 -1.8 -0.247
P 0.96811 0.06300 1.07131 0.7 -1.3 -0.6 0.253
O 0.57553 -1.07360 -0.25612 -0.6 0.8 0.8 -0.324
H 2.24190 0.52753 0.56473 -0.4 -0.5 0.1 0.081
```
Positions in Å, forces in eV/Å.

Results
- spin multiplicity = 1
- relative energy (zero: lowest compared OMol25 entry of this formula, charge and spin) (kcal/mol) = 0.0
- SMILES = O=S1#P=NPO1
- net charge = 0
- largest force on an atom (hartree/bohr) = 0.0800


Molecular formula: HNO2S
Method: DFT, ωB97M-V with the def2-TZVPD basis set

```
5
Properties=species:S:1:pos:R:3:forces:R:3:mulliken_charge:R:1
N 0.02484 -0.39785 0.82465 -1.6 1.5 1.0 -0.218
O -0.84020 1.72551 -1.06634 2.7 -7.5 1.9 -0.486
O 1.14254 -0.02869 0.02153 0.9 -0.1 -0.7 -0.159
S -0.27525 0.09743 -0.78324 -2.3 6.6 -1.5 0.577
H -0.05193 -1.39640 1.00340 0.4 -0.5 -0.7 0.285
```
Positions in Å, forces in eV/Å.

Results
- spin multiplicity = 1
- relative energy (zero: lowest compared OMol25 entry of this formula, charge and spin) (kcal/mol) = 73.6
- net charge = 0
- largest force on an atom (hartree/bohr) = 0.1598


Molecular formula: HNO2S
Method: DFT, ωB97M-V with the def2-TZVPD basis set

```
5
Properties=species:S:1:pos:R:3:forces:R:3:mulliken_charge:R:1
N 0.85777 -0.52712 0.59611 0.8 -1.7 -0.1 -0.438
O -0.15914 1.86076 0.59417 0.4 2.7 1.7 -0.388
O -1.04688 0.06258 -0.81251 -0.2 1.1 1.1 -0.469
S -0.16292 0.52132 0.24731 -1.4 -4.2 -4.7 1.032
H 0.51117 -1.91754 -0.62508 0.4 2.2 1.9 0.263
```
Positions in Å, forces in eV/Å.

Results
- spin multiplicity = 1
- relative energy (zero: lowest compared OMol25 entry of this formula, charge and spin) (kcal/mol) = 98.2
- net charge = 0
- largest force on an atom (hartree/bohr) = 0.1254


Molecular formula: HNO2S2
Method: DFT, ωB97M-V with the def2-TZVPD basis set

```
6
Properties=species:S:1:pos:R:3:forces:R:3:mulliken_charge:R:1
N 2.24332 -0.70097 0.25555 0.6 -2.0 1.7 -0.319
O -1.66163 1.08580 -1.17951 -1.8 -0.6 1.5 -0.354
O -3.03035 -0.63822 0.05304 0.4 1.8 -0.5 -0.361
S 2.54494 0.79440 0.01428 0.3 -0.4 0.5 0.057
S -2.76741 0.75672 -0.27528 1.4 -1.2 -1.0 0.715
H 2.67113 -1.29774 1.13193 -0.9 2.4 -2.3 0.263
```
Positions in Å, forces in eV/Å.

Results
- spin multiplicity = 1
- relative energy (zero: lowest compared OMol25 entry of this formula, charge and spin) (kcal/mol) = 9.6
- net charge = 0
- largest force on an atom (hartree/bohr) = 0.0662


- largest force on an atom of number 2 (HNO2S)?
  0.1598 hartree/bohr


What did the first record say?
Molecular formula: HNO2P2S
Method: DFT, ωB97M-V with the def2-TZVPD basis set

```
7
Properties=species:S:1:pos:R:3:forces:R:3:mulliken_charge:R:1
O -2.03660 -1.36717 -0.23899 -0.1 -0.1 0.9 -0.485
S -0.87710 -0.89981 -0.98296 0.7 0.2 -1.5 0.439
P -1.03192 1.42870 -0.62560 2.7 -1.3 2.1 0.283
N 0.16008 1.32134 0.46764 -3.0 2.2 -1.8 -0.247
P 0.96811 0.06300 1.07131 0.7 -1.3 -0.6 0.253
O 0.57553 -1.07360 -0.25612 -0.6 0.8 0.8 -0.324
H 2.24190 0.52753 0.56473 -0.4 -0.5 0.1 0.081
```
Positions in Å, forces in eV/Å.

Results
- spin multiplicity = 1
- relative energy (zero: lowest compared OMol25 entry of this formula, charge and spin) (kcal/mol) = 0.0
- SMILES = O=S1#P=NPO1
- net charge = 0
- largest force on an atom (hartree/bohr) = 0.0800